# 1
29
Properties=species:S:1:pos:R:3:forces:R:3 method="wB97M-V/def2-TZVPD" multiplicity=1 total_charge=-1 homo_ev=-5.2 homo_lumo_gap_ev=8.6
Cl 0.172 -0.996 0.891 0.869 0.358 0.093
C 0.242 3.365 0.952 1.690 2.738 3.473
C -1.046 2.853 1.404 -1.551 -0.460 -0.047
O -1.542 1.795 0.606 -2.822 3.635 -0.115
H 1.032 2.735 0.942 2.288 -2.719 -0.305
H 0.693 4.166 1.665 -1.148 -0.990 -0.570
H 0.233 3.900 0.077 -0.498 0.872 -2.539
H -1.654 3.671 1.083 -1.321 0.562 0.576
H -1.189 2.681 2.504 0.459 0.002 -0.892
H -1.036 1.054 0.623 2.975 -3.768 0.406
C 4.556 -0.003 -1.494 0.529 -0.775 -0.295
C 3.223 0.065 -0.687 1.266 -0.304 -1.176
O 2.487 -1.039 -1.079 0.128 -0.097 -1.613
H 5.010 0.955 -1.320 1.409 0.182 1.072
H 4.500 0.187 -2.595 -1.012 -0.957 0.537
H 5.204 -0.998 -1.355 -1.327 2.491 0.064
H 2.774 1.083 -0.919 0.066 -1.043 0.404
H 3.335 -0.114 0.392 0.667 1.050 -0.037
H 1.845 -1.134 -0.392 -1.683 -0.544 0.853
C -2.627 -1.757 1.107 12.210 -8.159 -0.505
S -2.291 -3.189 0.038 -2.359 -0.861 0.989
O -3.253 -4.274 0.594 1.380 1.131 -0.760
C -3.091 -2.636 -1.434 -4.194 0.220 1.339
H -2.068 -2.217 1.915 -0.543 0.817 0.956
H -3.458 -1.533 1.184 -14.755 2.838 1.657
H -2.107 -1.007 0.774 2.977 3.985 -1.724
H -2.600 -1.954 -1.986 2.229 3.022 -1.231
H -4.214 -2.257 -1.368 2.256 -0.797 0.545
H -3.130 -3.403 -2.121 -0.186 -2.428 -1.153

=====

# 2
32
Properties=species:S:1:pos:R:3:forces:R:3 method="wB97M-V/def2-TZVPD" multiplicity=1 total_charge=+1 homo_ev=-11.8 homo_lumo_gap_ev=8.7
Zn -0.282 0.163 0.911 -0.474 -1.571 1.226
Cl -0.484 -0.861 3.055 0.032 0.391 -1.013
C -1.463 2.761 1.199 0.705 0.620 -1.425
C -2.711 1.896 1.190 0.324 0.615 -0.299
O -2.363 0.614 0.486 -0.032 2.077 1.566
O -0.366 2.021 1.778 -0.630 0.792 -0.038
H -1.483 3.698 1.757 -1.137 -0.158 0.271
H -1.101 3.085 0.224 -0.419 -0.268 -0.498
H -3.578 2.363 0.724 0.369 0.058 -0.480
H -2.949 1.964 2.251 -0.297 -1.978 0.251
H -3.118 0.193 0.070 -0.262 0.240 0.223
H 0.192 2.757 2.041 0.883 -0.610 0.341
C -0.444 -2.569 -1.193 -0.381 -0.198 -0.249
C 0.816 -3.294 -0.777 0.666 1.873 1.395
O 1.954 -2.337 -0.928 -1.439 -1.051 -0.258
O -0.951 -1.550 -0.199 1.002 -1.485 -2.004
H -1.306 -3.221 -1.334 0.315 -0.504 0.266
H -0.247 -2.229 -2.210 -0.151 1.165 0.127
H 0.987 -4.233 -1.303 -0.156 0.204 -0.113
H 0.693 -3.440 0.296 0.300 -0.553 0.087
H 2.751 -2.835 -1.121 0.040 -0.161 0.049
H -1.892 -1.739 -0.233 -0.061 0.269 0.593
C 2.380 0.749 -0.149 -0.435 1.358 -1.092
C 1.576 0.729 -1.500 1.364 -1.845 0.464
O 0.220 0.869 -1.219 -1.397 1.228 0.647
O 1.725 0.066 0.967 1.310 0.150 -2.128
H 2.443 1.794 0.152 -0.255 0.306 -0.041
H 3.429 0.529 -0.347 -0.154 -0.999 0.260
H 1.555 -0.213 -2.047 1.300 -0.465 0.474
H 1.960 1.424 -2.248 0.103 0.722 0.563
H -0.200 0.571 -2.029 -0.773 0.043 0.272
H 2.257 0.277 1.738 -0.260 -0.265 0.562

=====

# 3
32
Properties=species:S:1:pos:R:3:forces:R:3 method="wB97M-V/def2-TZVPD" multiplicity=1 homo_ev=-8.5 homo_lumo_gap_ev=6.9
Na -3.317 2.318 -0.847 1.304 -0.569 -0.311
F -1.324 1.346 -1.150 -1.268 0.479 0.645
C -1.484 -0.341 1.988 -0.833 -0.266 -0.463
S 0.259 -0.393 2.381 -0.090 -0.429 -0.224
O 0.439 -1.646 3.160 0.074 0.011 0.357
C 0.801 -0.831 0.721 -0.002 0.523 -0.050
H -1.742 -1.289 1.507 0.161 -0.052 0.064
H -1.732 0.448 1.276 0.286 0.190 -0.022
H -2.108 -0.275 2.878 0.337 0.212 0.217
H 0.690 0.019 0.042 0.004 -0.063 -0.015
H 0.203 -1.662 0.359 0.035 -0.145 0.112
H 1.841 -1.129 0.833 0.051 0.009 -0.097
C -1.699 -1.994 -1.851 -1.318 -0.259 1.770
S -0.186 -2.072 -2.807 -0.636 0.111 -0.335
O -0.337 -1.021 -3.837 0.349 0.141 -0.135
C -0.619 -3.608 -3.628 -0.567 -0.958 -0.175
H -2.526 -1.515 -2.374 0.360 0.006 -0.619
H -1.627 -1.436 -0.913 0.660 0.455 -0.417
H -2.086 -2.948 -1.466 0.424 -0.271 -0.560
H 0.092 -3.871 -4.408 0.275 0.214 0.195
H -1.602 -3.563 -4.106 0.055 0.502 0.053
H -0.704 -4.429 -2.910 0.364 0.121 0.086
C 0.632 3.171 0.939 -0.043 -0.247 0.220
S 2.404 3.440 0.804 0.022 -0.627 -0.478
O 2.658 4.851 1.176 -0.060 0.226 0.292
C 2.942 2.404 2.171 0.487 0.275 -0.287
H 0.227 3.837 0.181 -0.275 0.094 0.175
H 0.296 3.381 1.956 0.017 0.392 -0.091
H 0.314 2.155 0.697 0.306 0.040 -0.295
H 2.508 2.763 3.101 -0.121 -0.218 0.073
H 4.025 2.532 2.192 -0.018 0.097 0.147
H 2.763 1.357 1.934 -0.341 0.008 0.165

=====

# 4
32
Properties=species:S:1:pos:R:3:forces:R:3 method="wB97M-V/def2-TZVPD" multiplicity=1 homo_ev=-8.0 homo_lumo_gap_ev=6.1
Na 21.283 -3.292 -11.766 0.207 -0.543 1.588
F 21.531 -4.072 -9.416 -0.114 0.483 -1.694
C 27.282 -2.943 -11.814 -1.295 -0.647 0.277
S 25.964 -4.148 -11.347 -0.003 -0.029 0.713
O 26.651 -5.283 -10.642 -0.477 0.926 -0.481
C 25.225 -3.047 -10.065 -0.438 0.566 0.585
H 27.890 -3.438 -12.571 0.306 0.050 0.472
H 27.707 -2.711 -10.837 0.637 0.139 -0.465
H 26.777 -2.092 -12.272 0.098 0.123 0.143
H 25.787 -3.096 -9.132 0.608 0.010 -0.284
H 24.207 -3.182 -9.701 -0.338 -1.313 -0.548
H 25.118 -2.013 -10.392 0.788 0.143 -0.381
C 23.907 -6.902 -9.302 0.368 -0.264 0.567
S 24.459 -7.490 -7.592 -1.071 -1.744 -1.374
O 24.780 -8.980 -7.762 -0.317 1.860 0.408
C 22.756 -7.419 -6.839 0.105 0.233 -0.699
H 23.541 -5.884 -9.168 -0.172 0.015 -0.190
H 23.171 -7.552 -9.775 -0.453 -0.100 0.730
H 24.725 -6.949 -10.021 0.537 0.281 0.587
H 22.733 -7.496 -5.752 0.450 -0.228 -0.139
H 22.169 -8.210 -7.306 0.206 -0.200 0.161
H 22.250 -6.493 -7.110 0.254 0.218 -0.064
C 18.840 -6.120 -10.005 -0.875 1.365 -0.707
S 19.951 -7.179 -9.120 -0.560 -0.641 3.209
O 19.477 -7.233 -7.604 0.764 -0.165 -3.830
C 19.677 -8.789 -9.973 -0.076 -0.184 0.886
H 17.807 -5.999 -9.681 0.024 -0.795 0.607
H 18.762 -6.311 -11.076 0.423 -0.473 -0.067
H 19.238 -5.110 -9.904 0.472 -0.010 0.193
H 20.204 -9.524 -9.364 0.387 0.197 0.061
H 20.169 -8.742 -10.944 -0.195 0.116 -0.027
H 18.668 -9.200 -10.002 -0.253 0.612 -0.237

=====

# 5
32
Properties=species:S:1:pos:R:3:forces:R:3 method="wB97M-V/def2-TZVPD" multiplicity=1 homo_ev=-7.7 homo_lumo_gap_ev=7.8
Na -0.744 -0.553 0.387 -0.673 0.035 0.654
F -1.641 -1.194 2.454 0.657 0.199 -0.792
C 3.901 0.163 -1.587 0.219 1.244 0.099
S 2.217 0.802 -1.702 -0.804 -0.365 -0.122
O 1.306 -0.112 -0.923 0.833 0.849 -0.062
C 2.402 2.310 -0.731 0.981 -0.211 0.259
H 3.878 -0.878 -1.882 0.077 -0.132 0.159
H 4.360 0.396 -0.625 -0.284 -0.635 0.256
H 4.497 0.757 -2.286 -0.150 -0.232 -0.315
H 1.411 2.731 -0.601 -0.008 0.005 0.087
H 3.085 3.025 -1.193 -0.279 -0.042 -0.448
H 2.901 2.056 0.207 -0.518 -0.099 0.219
C -2.985 3.003 1.117 -0.056 0.349 -0.358
S -3.022 2.357 -0.593 -0.443 -0.819 1.095
O -2.441 0.973 -0.473 -0.245 0.630 -0.454
C -4.849 2.241 -0.706 0.093 0.108 -0.379
H -3.004 2.229 1.883 0.082 -0.415 -0.396
H -3.851 3.645 1.275 0.188 0.254 -0.076
H -2.052 3.561 1.171 -0.085 0.109 0.266
H -5.271 1.591 0.057 0.194 -0.110 0.033
H -5.131 1.910 -1.706 0.246 -0.331 0.062
H -5.281 3.240 -0.626 0.278 0.088 0.231
C 0.033 -3.921 1.539 0.597 -0.644 -0.254
S 0.484 -3.631 -0.196 -0.048 0.318 0.295
O -0.115 -2.345 -0.701 -0.019 -1.183 0.235
C 2.183 -3.175 0.163 1.261 0.694 0.013
H -0.837 -4.571 1.575 -0.387 0.545 0.004
H -0.024 -3.003 2.123 -0.525 0.174 -0.093
H 0.848 -4.547 1.913 0.060 0.069 0.016
H 2.820 -3.233 -0.720 -0.376 -0.073 -0.303
H 2.745 -3.700 0.937 -0.600 -0.437 0.081
H 2.176 -2.123 0.452 -0.269 0.055 -0.011

=====

# 6
41
Properties=species:S:1:pos:R:3:forces:R:3 method="wB97M-V/def2-TZVPD" multiplicity=1 total_charge=-2 homo_ev=-2.3 homo_lumo_gap_ev=6.5
Hf 1.557 0.564 0.189 -0.093 -1.328 -0.174
P 1.895 -2.189 0.205 0.963 -1.108 -0.896
O 2.219 -2.902 -1.102 -0.271 1.007 0.922
O 0.591 -1.273 0.075 -0.358 0.450 -0.262
O 2.940 -0.944 0.530 -0.663 -0.305 -0.264
O 1.760 -3.068 1.423 0.147 0.063 0.427
P 0.059 2.843 -0.162 -0.237 1.365 -0.891
O 1.680 2.477 -0.049 -0.588 1.253 0.546
O -0.054 3.529 -1.519 -0.415 -0.433 0.788
O -0.469 3.523 1.077 0.427 -0.505 -0.754
O -0.473 1.312 -0.270 1.503 -0.127 0.441
C -2.931 -0.679 0.944 0.687 0.906 0.321
S -3.901 -0.994 -0.503 -0.534 -0.497 0.244
O -5.330 -0.933 -0.068 -0.881 -0.976 0.291
C -3.775 0.598 -1.179 2.775 2.184 1.572
H -3.412 0.109 1.543 -0.114 -0.189 -0.302
H -1.971 -0.272 0.595 0.055 -0.283 0.146
H -2.796 -1.553 1.571 -0.013 -0.304 -0.233
H -4.170 1.234 -0.324 -0.037 -0.442 -1.545
H -4.235 0.665 -2.138 -0.688 0.120 -0.390
H -2.685 0.918 -1.250 -1.041 -0.414 -0.137
C 0.321 -0.608 -2.944 1.322 -1.892 -2.647
S 1.876 0.257 -3.287 -1.089 -0.051 0.137
O 2.504 0.546 -1.943 -0.212 0.024 0.511
C 0.975 1.765 -3.781 2.174 0.238 1.114
H -0.129 -0.578 -3.991 0.066 -0.209 1.431
H -0.210 -0.048 -2.218 -0.720 0.399 0.789
H 0.584 -1.672 -2.684 -0.384 1.157 0.191
H 0.573 2.142 -2.818 0.177 0.690 -0.367
H 0.178 1.464 -4.393 -0.904 -0.231 -1.110
H 1.717 2.431 -4.287 -0.884 -0.279 0.548
C 2.803 -0.996 3.635 1.909 0.188 0.910
S 1.393 0.064 3.630 0.379 0.553 -2.945
O 1.634 1.003 2.380 -0.517 -1.210 1.270
C 0.170 -1.132 3.128 -1.445 0.710 -1.422
H 3.668 -0.267 3.536 -0.774 -0.830 0.955
H 2.994 -1.661 2.798 -1.069 -0.107 -0.445
H 2.730 -1.611 4.579 0.494 0.853 -0.729
H -0.556 -0.556 2.411 1.066 -1.064 1.704
H -0.238 -1.468 4.062 -0.913 0.067 0.500
H 0.515 -2.040 2.601 0.703 0.555 -0.242